(1)
{
  "formula": "C2H11N3O2",
  "method": "ωB97M-V/def2-TZVPD",
  "total_charge": -1,
  "max_force_ev_per_a": 1.594,
  "energy_ha": -397.51030,
  "e_homo_ev": [0.9, -5.9],
  "lumo_energy_ev": [3.43, 3.35],
  "spin_multiplicity": 2,
  "gap_ha": [0.0935, 0.3391],
  "species": ["C", "N", "C", "N", "N", "H", "H", "H", "H", "H", "H", "H", "H", "H", "O", "H", "H", "O"],
  "coordinates": [[-0.583, 0.016, 1.105], [0.223, 0.403, -0.035], [-0.165, 0.011, -1.273], [0.871, -0.062, -2.172], [-1.406, -0.241, -1.552], [-0.011, -0.514, 1.863], [-1.244, -0.776, 0.755], [-1.257, 0.782, 1.464], [1.164, 0.683, 0.217], [1.768, 0.336, -1.915], [0.705, -0.502, -3.055], [-1.452, -0.327, -2.564], [3.899, 1.731, 2.201], [4.301, 0.261, 2.130], [3.814, 0.941, 1.623], [-3.033, -0.858, -0.230], [-4.181, -0.678, 0.832], [-3.413, -1.207, 0.605]],
  "forces_ev_per_angstrom": [[-0.723, -1.206, -0.751], [-0.156, 0.011, 1.169], [0.534, 0.438, 0.195], [0.039, 0.450, 0.194], [0.108, -0.076, -0.215], [0.384, 0.712, 0.288], [-0.027, 0.163, 0.062], [0.216, 0.397, 0.403], [0.125, -0.294, -0.602], [-0.198, -0.394, -0.314], [0.232, 0.172, -0.148], [-0.268, -0.336, 0.054], [-0.048, -0.150, -0.174], [-0.034, -0.024, -0.063], [-0.108, 0.145, 0.071], [-0.002, 0.094, 0.316], [0.079, 0.126, -0.214], [-0.150, -0.228, -0.271]]
}


(2)
{
  "formula": "C10H13N3O",
  "method": "ωB97M-V/def2-TZVPD",
  "max_force_ev_per_a": 6.628,
  "energy_ha": -628.27616,
  "e_homo_ev": -9.2,
  "lumo_energy_ev": 0.26,
  "gap_ha": 0.3463,
  "species": ["H", "N", "C", "C", "C", "N", "C", "C", "N", "C", "C", "C", "C", "C", "O", "H", "H", "H", "H", "H", "H", "H", "H", "H", "H", "H", "H"],
  "coordinates": [[-3.692, -2.283, -0.104], [-2.720, -2.541, -0.200], [-1.839, -1.695, 0.060], [-0.458, -1.886, -0.277], [0.333, -0.853, -0.059], [1.634, -0.628, 0.016], [2.409, 0.573, -0.031], [3.709, 0.240, 0.191], [3.805, -1.072, 0.470], [2.608, -1.550, 0.213], [-0.832, 0.404, 0.358], [-0.615, 0.672, 1.906], [-0.977, 1.654, -0.479], [-1.501, 1.545, -1.903], [-2.032, -0.339, 0.299], [-0.063, -2.907, -0.354], [1.997, 1.462, -0.379], [4.552, 0.902, 0.335], [2.195, -2.519, 0.575], [-1.010, -0.272, 2.414], [-1.371, 1.431, 2.176], [0.410, 0.966, 1.984], [-1.731, 2.175, 0.102], [-0.016, 2.190, -0.456], [-2.171, 2.295, -2.335], [-2.002, 0.552, -1.909], [-0.621, 1.484, -2.611]],
  "forces_ev_per_angstrom": [[-0.001, 0.438, 0.252], [-0.419, -0.954, 0.487], [-0.402, 1.823, -1.947], [2.445, -2.351, 1.044], [-5.527, 3.644, 0.321], [4.609, 2.004, -0.786], [-0.611, -0.782, -0.239], [-0.723, 1.139, 0.615], [-0.615, -1.846, -0.966], [-0.435, -2.498, 2.703], [1.900, -2.828, 1.143], [-2.112, -0.969, -1.781], [0.058, 0.926, 0.262], [1.272, -2.051, -1.057], [-0.726, -0.694, -0.213], [-0.421, 0.376, -0.435], [-0.685, 1.306, -0.244], [-0.124, 0.016, -0.327], [1.023, 0.417, -0.717], [1.388, 1.178, -0.433], [0.764, 0.076, 0.090], [0.529, 0.146, 1.043], [0.118, 0.664, 0.155], [-0.474, 0.161, 0.259], [0.116, 0.076, 0.786], [0.016, 0.683, -0.600], [-0.964, -0.100, 0.584]]
}


(3)
{
  "formula": "C20H57CdN5O7",
  "method": "ωB97M-V/def2-TZVPD",
  "max_force_ev_per_a": 1.891,
  "energy_ha": -1764.32485,
  "e_homo_ev": -8.5,
  "lumo_energy_ev": 0.56,
  "gap_ha": 0.3321,
  "species": ["Cd", "O", "H", "O", "H", "C", "C", "C", "O", "C", "N", "H", "H", "H", "H", "H", "H", "H", "H", "H", "H", "H", "C", "C", "C", "O", "C", "N", "H", "H", "H", "H", "H", "H", "H", "H", "H", "H", "H", "C", "C", "C", "O", "C", "N", "H", "H", "H", "H", "H", "H", "H", "H", "H", "H", "H", "C", "C", "C", "O", "C", "N", "H", "H", "H", "H", "H", "H", "H", "H", "H", "H", "H", "C", "C", "C", "O", "C", "N", "H", "H", "H", "H", "H", "H", "H", "H", "H", "H", "H"],
  "coordinates": [[1.700, 0.873, 0.509], [0.353, -0.517, -0.236], [-0.091, -0.810, -1.040], [1.940, 2.094, -1.069], [1.516, 2.628, -1.744], [2.014, 0.035, 4.837], [1.678, -0.756, 3.593], [0.835, -1.972, 3.932], [1.696, -2.914, 4.530], [1.009, -3.984, 5.111], [1.010, 0.128, 2.593], [1.125, 0.375, 5.376], [2.668, 0.873, 4.597], [2.533, -0.614, 5.548], [2.607, -1.156, 3.181], [0.411, -2.393, 3.011], [0.010, -1.706, 4.604], [1.679, -4.523, 5.781], [0.664, -4.713, 4.362], [0.138, -3.644, 5.684], [0.440, 0.788, 3.128], [0.223, -0.432, 2.230], [5.097, 1.152, 2.801], [4.702, 1.666, 1.429], [4.687, 0.536, 0.405], [3.596, -0.351, 0.700], [3.598, -1.510, -0.127], [3.344, 2.348, 1.558], [4.413, 0.362, 3.114], [5.104, 1.954, 3.539], [6.096, 0.710, 2.773], [5.392, 2.443, 1.093], [5.623, -0.019, 0.508], [4.531, 0.930, -0.604], [2.702, -2.078, 0.108], [4.466, -2.136, 0.117], [3.622, -1.243, -1.186], [3.327, 3.104, 0.875], [3.374, 2.812, 2.462], [-3.100, -2.920, 2.506], [-2.281, -2.381, 1.345], [-3.082, -2.219, 0.086], [-4.050, -1.194, 0.296], [-5.035, -1.188, -0.689], [-1.615, -1.122, 1.752], [-3.633, -3.828, 2.203], [-3.842, -2.201, 2.853], [-2.451, -3.190, 3.339], [-1.493, -3.115, 1.139], [-3.616, -3.151, -0.151], [-2.429, -1.939, -0.752], [-5.675, -2.084, -0.638], [-4.615, -1.118, -1.702], [-5.703, -0.339, -0.537], [-2.330, -0.396, 1.638], [-1.029, -0.840, 0.936], [0.782, 0.740, -4.987], [0.449, -0.058, -3.763], [-0.119, -1.418, -4.096], [-1.328, -1.389, -4.820], [-2.343, -0.627, -4.215], [1.675, -0.237, -2.956], [1.730, 0.381, -5.394], [0.940, 1.797, -4.758], [0.018, 0.630, -5.759], [-0.250, 0.481, -3.107], [-0.263, -1.965, -3.139], [0.590, -2.009, -4.676], [-2.282, -0.698, -3.117], [-3.309, -1.009, -4.536], [-2.266, 0.436, -4.473], [1.403, -0.619, -2.047], [1.888, 0.708, -2.616], [-4.104, 2.968, -1.103], [-2.911, 2.153, -1.491], [-1.766, 2.974, -2.029], [-2.226, 3.660, -3.180], [-1.194, 4.365, -3.808], [-2.441, 1.414, -0.312], [-4.888, 2.303, -0.725], [-4.540, 3.515, -1.938], [-3.863, 3.678, -0.309], [-3.205, 1.442, -2.278], [-0.960, 2.295, -2.344], [-1.398, 3.671, -1.266], [-0.849, 5.208, -3.189], [-1.568, 4.803, -4.734], [-0.349, 3.707, -4.048], [-1.712, 0.743, -0.550], [-3.196, 0.840, 0.057]],
  "forces_ev_per_angstrom": [[-0.623, 0.415, 0.887], [-1.137, -1.293, -0.185], [0.265, 0.285, 0.157], [0.818, 1.227, -1.184], [-0.199, -0.125, 0.415], [0.365, -0.295, 0.478], [0.086, 0.353, -0.048], [0.034, -0.182, -0.440], [0.171, 0.218, 0.317], [-0.255, -0.617, 0.053], [-1.204, -0.621, 0.756], [-0.100, 0.189, -0.290], [-0.104, 0.113, 0.098], [0.115, 0.062, -0.133], [-0.007, 0.158, -0.257], [-0.127, 0.036, 0.053], [-0.040, -0.016, -0.015], [0.092, 0.173, -0.003], [-0.055, 0.202, -0.039], [0.050, 0.012, 0.011], [0.458, 0.272, -0.019], [0.316, -0.066, -0.277], [0.224, -0.237, -0.112], [-0.921, 0.573, 0.371], [-0.504, 0.158, 0.159], [0.729, -0.030, 0.058], [0.311, -0.408, 0.119], [1.330, -0.162, -0.203], [-0.071, 0.098, 0.072], [-0.025, -0.026, 0.054], [0.008, 0.081, 0.004], [0.337, -0.302, -0.068], [0.062, 0.029, -0.301], [0.234, -0.065, -0.049], [-0.146, 0.138, -0.109], [0.015, 0.133, -0.072], [-0.104, 0.013, -0.003], [-0.321, -0.205, -0.173], [-0.327, -0.126, -0.002], [-0.267, -0.327, -0.110], [0.651, 0.074, 0.870], [-0.572, 0.124, -0.169], [0.278, -0.106, 0.279], [-0.760, -0.063, -0.493], [-0.514, 0.442, -1.287], [0.009, 0.063, 0.045], [0.050, 0.074, -0.029], [0.041, 0.124, 0.033], [0.019, 0.076, -0.120], [0.175, 0.002, -0.107], [-0.058, -0.073, -0.052], [0.251, -0.018, -0.029], [0.050, -0.012, 0.069], [0.209, 0.110, 0.102], [-0.087, -0.137, 0.726], [0.336, -0.462, 0.350], [0.205, 0.259, -0.516], [0.558, -0.039, 0.938], [-0.067, -0.350, 0.570], [-0.058, -0.137, -0.269], [0.112, 0.184, 0.397], [-0.024, 0.261, 0.123], [-0.048, -0.128, -0.035], [-0.160, -0.008, -0.001], [-0.039, 0.175, 0.049], [-0.378, -0.007, -0.427], [-0.096, 0.077, -0.187], [0.027, 0.131, -0.120], [-0.108, -0.056, -0.081], [-0.004, -0.037, -0.110], [-0.043, -0.043, -0.017], [-0.006, -0.345, -0.275], [0.438, -0.084, -0.213], [-0.747, 0.248, 0.192], [0.259, -0.824, 0.142], [-0.146, -0.089, -0.463], [-0.120, -0.008, 0.059], [0.158, 0.450, -0.143], [0.075, -0.192, 0.160], [0.041, 0.058, 0.055], [0.176, 0.011, -0.091], [0.084, -0.017, -0.005], [-0.056, 0.208, -0.160], [0.159, 0.114, 0.298], [0.065, -0.009, -0.003], [0.128, -0.202, 0.065], [-0.131, -0.178, -0.010], [0.029, 0.065, 0.052], [0.166, 0.286, -0.048], [-0.010, 0.171, -0.083]]
}


(4)
{
  "formula": "C37H29F6N7O5S5Ti",
  "method": "ωB97M-V/def2-TZVPD",
  "total_charge": -1,
  "max_force_ev_per_a": 0.904,
  "energy_ha": -5626.68976,
  "e_homo_ev": [-4.9, -5.0],
  "lumo_energy_ev": [0.93, 0.91],
  "spin_multiplicity": 2,
  "gap_ha": [0.2141, 0.2181],
  "species": ["Ti", "S", "C", "C", "C", "C", "N", "C", "C", "C", "S", "C", "N", "H", "H", "F", "C", "F", "F", "S", "O", "O", "N", "S", "O", "O", "C", "F", "F", "F", "O", "C", "C", "C", "C", "C", "C", "C", "C", "N", "H", "H", "H", "H", "H", "H", "H", "H", "H", "H", "H", "N", "C", "S", "C", "C", "C", "N", "C", "C", "H", "H", "H", "H", "H", "H", "N", "C", "C", "C", "C", "C", "C", "C", "C", "C", "C", "C", "C", "C", "H", "H", "H", "H", "H", "H", "H", "H", "H", "H"],
  "coordinates": [[0.736, -0.349, -0.377], [0.222, -1.427, -2.502], [-0.786, -0.175, -3.199], [-1.867, -0.515, -4.010], [-2.704, 0.455, -4.549], [-3.816, 0.047, -5.361], [-4.708, -0.281, -6.008], [-2.454, 1.808, -4.281], [-1.375, 2.158, -3.484], [-0.531, 1.193, -2.936], [0.792, 1.659, -1.908], [-3.317, 2.841, -4.780], [-4.009, 3.669, -5.181], [-2.068, -1.559, -4.211], [-1.206, 3.201, -3.249], [3.489, -5.584, -1.187], [3.201, -4.290, -1.319], [2.591, -4.096, -2.477], [4.348, -3.599, -1.318], [2.194, -3.699, 0.102], [1.963, -2.304, -0.222], [2.998, -3.952, 1.260], [0.958, -4.634, -0.080], [-0.475, -4.349, 0.505], [-0.680, -2.972, 0.882], [-1.463, -5.034, -0.260], [-0.450, -5.249, 2.116], [-0.057, -6.511, 1.952], [0.382, -4.655, 2.978], [-1.673, -5.252, 2.649], [0.987, -1.112, 1.997], [1.108, -0.786, 3.373], [-0.127, -0.129, 3.968], [-0.698, 0.980, 3.084], [0.279, 2.072, 2.737], [0.358, 3.222, 3.524], [1.186, 4.260, 3.139], [1.912, 4.129, 1.965], [1.796, 2.946, 1.257], [1.023, 1.929, 1.634], [0.297, -1.789, 1.866], [1.961, -0.108, 3.449], [1.368, -1.692, 3.930], [0.150, 0.267, 4.952], [-0.904, -0.879, 4.138], [-1.558, 1.433, 3.581], [-1.053, 0.543, 2.153], [-0.255, 3.297, 4.413], [1.247, 5.164, 3.732], [2.547, 4.923, 1.597], [2.341, 2.806, 0.329], [7.790, 1.058, 0.767], [7.235, 0.663, -0.394], [8.108, 0.427, -1.756], [5.723, 0.484, -0.340], [5.017, 0.449, 0.859], [3.646, 0.282, 0.821], [2.964, 0.179, -0.318], [3.637, 0.195, -1.471], [5.014, 0.342, -1.523], [8.794, 1.100, 0.816], [7.272, 1.084, 1.625], [5.474, 0.511, 1.837], [3.065, 0.216, 1.728], [3.038, 0.090, -2.366], [5.524, 0.345, -2.474], [-1.070, 0.069, -0.006], [-2.294, 0.339, -0.109], [-2.758, 1.723, -0.442], [-1.948, 2.810, -0.123], [-2.294, 4.086, -0.539], [-3.442, 4.286, -1.294], [-4.254, 3.208, -1.618], [-3.919, 1.934, -1.185], [-3.336, -0.733, 0.023], [-3.138, -1.957, -0.607], [-4.066, -2.976, -0.453], [-5.187, -2.782, 0.341], [-5.382, -1.567, 0.984], [-4.463, -0.542, 0.816], [-1.025, 2.626, 0.412], [-1.649, 4.922, -0.297], [-3.699, 5.279, -1.640], [-5.133, 3.354, -2.233], [-4.537, 1.090, -1.465], [-2.236, -2.105, -1.188], [-3.894, -3.929, -0.935], [-5.907, -3.582, 0.466], [-6.251, -1.416, 1.613], [-4.618, 0.415, 1.304]],
  "forces_ev_per_angstrom": [[-0.064, 0.542, -0.510], [0.006, 0.042, 0.200], [-0.026, 0.085, 0.017], [0.045, -0.003, 0.042], [-0.021, -0.098, -0.053], [-0.035, 0.105, 0.023], [0.028, -0.021, -0.001], [0.008, 0.114, 0.012], [0.050, -0.032, -0.024], [-0.060, -0.089, 0.032], [0.135, -0.102, 0.213], [-0.017, -0.103, -0.088], [0.029, 0.019, 0.031], [-0.003, -0.001, 0.007], [0.014, -0.006, -0.013], [-0.001, 0.003, -0.005], [0.084, -0.013, 0.039], [-0.067, 0.008, -0.004], [0.001, 0.005, -0.011], [0.217, 0.163, -0.079], [-0.160, -0.057, -0.042], [-0.056, -0.034, 0.053], [-0.204, -0.027, 0.110], [0.292, -0.143, -0.157], [-0.093, -0.060, 0.182], [-0.067, 0.054, 0.020], [-0.002, -0.065, -0.008], [-0.004, -0.006, -0.002], [0.034, 0.054, -0.013], [-0.022, 0.044, 0.006], [-0.314, 0.090, -0.149], [0.109, -0.005, -0.051], [0.032, 0.001, 0.020], [0.022, 0.041, 0.008], [-0.045, 0.036, 0.049], [-0.018, -0.023, -0.018], [0.006, 0.006, -0.036], [-0.025, -0.001, 0.041], [0.091, -0.035, -0.034], [-0.015, -0.063, -0.006], [0.064, -0.093, 0.073], [-0.032, 0.031, -0.013], [-0.008, 0.024, 0.036], [-0.005, -0.014, 0.011], [-0.012, 0.001, -0.052], [0.007, -0.021, 0.035], [0.019, 0.005, 0.008], [0.003, 0.013, -0.001], [-0.001, 0.001, 0.000], [0.006, -0.001, 0.000], [-0.002, -0.001, -0.001], [0.152, -0.146, -0.122], [-0.820, 0.048, 0.379], [0.199, -0.018, -0.123], [0.706, 0.063, -0.145], [-0.153, -0.063, -0.037], [0.059, -0.065, -0.113], [0.043, 0.002, 0.052], [0.177, 0.021, 0.067], [-0.232, -0.026, 0.128], [0.008, 0.029, -0.019], [-0.039, 0.065, -0.022], [0.079, -0.003, -0.033], [-0.011, 0.026, 0.014], [-0.001, 0.019, -0.016], [0.058, 0.005, 0.005], [-0.003, -0.415, 0.138], [-0.094, -0.040, -0.166], [0.002, 0.033, 0.029], [0.045, -0.006, 0.016], [0.033, -0.012, 0.027], [-0.042, 0.033, 0.008], [-0.030, -0.003, 0.037], [0.035, 0.009, 0.023], [0.075, 0.004, 0.032], [-0.017, 0.008, 0.084], [0.028, -0.003, -0.041], [-0.033, -0.025, 0.026], [-0.007, 0.018, -0.004], [-0.028, 0.041, -0.033], [-0.081, 0.026, -0.053], [-0.004, 0.010, 0.002], [-0.002, -0.003, -0.014], [0.003, 0.015, 0.007], [-0.021, -0.021, 0.014], [0.001, 0.000, -0.044], [-0.004, 0.003, -0.002], [0.002, -0.001, 0.001], [-0.004, -0.003, -0.005], [-0.001, 0.006, 0.003]]
}